Entry from the OMol25 dataset: a 10-piece molecular cluster, C45H109NO19 overall in a non-equilibrium geometry (wB97M-V/def2-TZVPD).

CARTESIAN COORDINATES (ANGSTROEM)
C -1.3631 1.2155 -1.2228
O -1.0810 -0.1013 -1.6038
C 0.1683 -0.6909 -1.1936
C 0.5965 -0.6428 0.3148
O -0.5058 -1.2185 1.0752
C -0.4146 -0.8237 2.4212
H -2.4494 1.2711 -1.2927
H -0.8053 2.0320 -1.6813
H -1.2610 1.2601 -0.1385
H 0.9437 -0.0774 -1.6524
H 0.3337 -1.7044 -1.5591
H 0.7102 0.3613 0.7235
H 1.4899 -1.2362 0.5093
H 0.5812 -0.8248 2.8644
H -1.1011 -1.3868 3.0534
H -0.7814 0.2006 2.4879
C 5.9653 -1.4214 2.4893
O 5.3711 -1.8848 3.6834
C 5.5573 -1.0557 4.8176
C 4.8008 -1.5431 6.0637
O 5.2438 -0.7684 7.1900
C 5.4205 -1.5254 8.3305
H 5.7436 -2.1770 1.7357
H 7.0263 -1.3440 2.7268
H 5.4599 -0.5054 2.1834
H 5.4010 0.0121 4.6643
H 6.6125 -1.2325 5.0262
H 5.0077 -2.6078 6.1716
H 3.7174 -1.4257 6.0882
H 6.3238 -2.1318 8.2644
H 4.5798 -2.2010 8.4880
H 5.5589 -0.8668 9.1879
C -6.4966 1.6326 -4.1420
O -7.0580 1.4298 -2.8652
C -8.4145 1.7879 -2.6965
C -8.9728 1.1352 -1.3697
O -10.2657 1.5296 -0.9572
C -10.4461 2.8668 -0.4626
H -6.4634 2.6944 -4.3861
H -7.0544 1.1360 -4.9359
H -5.4798 1.2724 -3.9856
H -9.0884 1.4677 -3.4912
H -8.4923 2.8740 -2.6475
H -8.3306 1.4642 -0.5527
H -8.8670 0.0513 -1.4132
H -9.7353 3.5951 -0.8529
H -10.3812 2.8328 0.6250
H -11.4533 3.2446 -0.6384
C 2.4916 -5.7609 3.2351
O 3.2169 -6.9756 3.3646
C 4.6382 -6.7480 3.2231
C 5.3250 -8.0464 3.7175
O 5.5359 -8.1086 5.1066
C 6.1093 -9.2972 5.5813
H 2.3070 -5.6337 2.1684
H 2.9599 -4.9071 3.7248
H 1.5192 -5.9644 3.6836
H 5.0243 -5.8146 3.6327
H 4.7828 -6.6690 2.1456
H 6.3297 -8.1201 3.3014
H 4.8075 -8.9198 3.3206
H 5.4452 -10.1043 5.2719
H 6.2029 -9.2504 6.6662
H 7.1010 -9.3711 5.1349
C 0.0748 6.7553 -0.3753
O -1.1391 7.0764 -1.0100
C -1.7914 8.1252 -0.2183
C -3.1495 8.4010 -0.8468
O -4.1426 7.3915 -0.6792
C -4.2176 6.3533 -1.6696
H -0.1062 6.3243 0.6094
H 0.7441 7.6156 -0.3684
H 0.3910 5.9663 -1.0575
H -1.1234 8.9864 -0.2167
H -1.9831 7.8568 0.8206
H -3.0035 8.6203 -1.9045
H -3.4876 9.3419 -0.4126
H -4.5639 6.6969 -2.6443
H -4.9844 5.6519 -1.3409
H -3.3601 5.7256 -1.9124
C -7.1871 -1.4248 2.8902
O -6.5345 -0.1510 2.7574
C -5.2340 0.0283 3.3261
C -4.6076 1.3546 2.8377
O -3.6588 1.9467 3.6974
C -3.0635 3.0519 3.0769
H -7.0817 -1.7849 3.9136
H -6.7302 -2.0995 2.1663
H -8.2585 -1.2773 2.7548
H -4.5423 -0.7745 3.0710
H -5.3133 0.1665 4.4044
H -5.3688 2.0880 2.5719
H -4.1090 1.1249 1.8960
H -3.7742 3.7953 2.7158
H -2.3736 2.8014 2.2711
H -2.3800 3.5303 3.7784
C 3.0042 3.3619 3.5521
O 3.2164 4.7927 3.6818
C 2.4504 5.6520 4.5571
C 2.6747 5.3190 6.0333
O 2.1874 3.9765 6.2914
C 2.3365 3.5866 7.6307
H 3.2337 2.8278 4.4741
H 3.7162 3.0626 2.7830
H 1.9843 3.1456 3.2340
H 1.3904 5.6427 4.3036
H 2.7129 6.6982 4.3998
H 2.2028 6.0870 6.6462
H 3.7549 5.3813 6.1648
H 3.2532 3.8799 8.1423
H 2.2922 2.4984 7.5865
H 1.4676 3.7856 8.2580
C -0.0371 2.8281 -6.0744
O -0.9029 3.9425 -6.2287
C -0.2415 5.0979 -5.7788
C -1.1217 6.3504 -5.7814
O -1.4819 6.5206 -7.1681
C -2.3229 7.6529 -7.3874
H 0.4067 2.5683 -5.1134
H 0.7791 3.0331 -6.7672
H -0.5300 1.9176 -6.4151
H 0.6508 5.2437 -6.3875
H 0.0502 4.9299 -4.7421
H -0.5876 7.1916 -5.3396
H -2.0250 6.1494 -5.2054
H -1.6568 8.4906 -7.5938
H -2.9986 7.8014 -6.5452
H -2.9724 7.4320 -8.2344
C -5.5556 -3.5134 -1.6108
O -5.0787 -4.2178 -0.4754
C -3.7592 -3.9336 -0.0992
C -3.2980 -4.8151 1.1072
O -4.1646 -4.5211 2.2351
C -3.6347 -4.8290 3.4452
H -6.6451 -3.4841 -1.6272
H -5.2105 -3.9722 -2.5373
H -5.2226 -2.4755 -1.6192
H -3.7093 -2.8884 0.2060
H -3.1507 -4.1147 -0.9853
H -2.2310 -4.8446 1.3281
H -3.5565 -5.8030 0.7259
H -4.0700 -5.7611 3.8055
H -3.9730 -4.0582 4.1376
H -2.5512 -4.7496 3.5334
C 5.0534 -1.3237 -5.0080
C 4.5792 -2.4498 -5.9156
C 5.8606 -3.2863 -6.4027
C 6.3434 -4.2810 -5.3100
C 5.2056 -5.1827 -4.9057
C 4.0145 -4.3684 -4.2989
N 3.6119 -3.3637 -5.3281
O 2.3889 -2.7949 -5.0301
C 2.9681 -5.4698 -4.1123
C 4.3629 -3.8123 -2.8441
C 3.9803 -1.8016 -7.2068
H 4.4445 -1.2022 -4.1122
H 5.0758 -0.3710 -5.5371
H 6.0622 -1.3260 -4.5951
H 5.5839 -3.8647 -7.2842
H 6.7289 -2.6791 -6.6585
H 6.6995 -3.7835 -4.4079
H 7.1688 -4.9423 -5.5737
H 5.5043 -5.8353 -4.0854
H 4.8228 -5.8017 -5.7172
H 1.9495 -5.1339 -3.9181
H 2.9019 -6.2110 -4.9087
H 3.2252 -6.0115 -3.2021
H 5.1105 -3.0193 -2.8581
H 3.5192 -3.3457 -2.3356
H 4.8638 -4.4978 -2.1605
H 3.5019 -2.5428 -7.8469
H 4.7586 -1.4210 -7.8682
H 3.1805 -1.0868 -7.0132
H 1.8665 -3.1997 -5.7264

Forces on the atoms, in the same order (eV/Å):
-0.66 -0.80 1.77
0.88 -1.73 -0.17
1.20 1.79 0.75
-2.86 -0.57 -0.03
1.09 -0.29 -0.17
-0.83 0.70 0.27
0.06 0.56 -0.75
0.04 -0.18 -0.41
0.47 0.46 0.32
0.42 -0.04 -0.42
-0.90 0.07 -0.16
0.35 0.30 -0.41
0.24 0.07 -0.31
0.27 -0.38 -0.19
0.12 -0.40 -0.24
0.06 0.44 0.16
-0.56 -0.36 0.93
-1.85 -0.32 0.37
0.84 -0.66 0.24
0.00 0.29 0.12
0.16 0.36 -1.37
0.36 -0.54 0.68
0.34 -0.01 0.02
0.27 0.45 -0.77
0.50 0.39 -0.13
-0.22 0.08 -0.37
0.35 0.65 0.64
0.18 -0.11 0.23
-0.16 -0.02 -0.77
0.19 -0.26 -0.06
-0.19 -0.03 0.28
-0.24 0.08 -0.06
0.05 0.34 0.71
-0.85 -0.52 0.47
-0.79 -0.25 0.89
1.38 1.59 0.43
-0.98 0.17 -1.11
0.31 -0.61 0.45
0.05 0.26 -0.06
0.13 -0.35 -0.02
-0.02 -0.09 -0.71
0.25 -0.24 -0.50
-0.09 0.25 0.11
0.68 -0.13 -0.01
-0.55 0.04 -0.15
0.13 -0.14 -0.09
0.40 0.08 0.18
-0.04 -0.40 -0.56
-0.67 -1.21 -0.28
1.15 1.06 1.05
-0.81 -2.00 -0.34
1.12 0.56 -0.22
-1.16 1.28 0.75
-0.24 0.39 -0.75
0.11 0.74 -0.15
0.11 0.02 -0.14
-0.03 0.24 0.13
-0.24 -0.11 0.66
0.52 -0.09 -0.27
0.27 0.24 -0.65
-0.53 -0.05 0.16
0.31 -0.55 0.17
-0.15 0.08 -0.13
0.25 -0.56 0.01
-0.47 -1.05 -1.25
-1.21 1.65 1.72
-0.48 -1.25 -1.35
0.37 0.22 -0.55
0.77 -0.34 -0.22
-0.64 -0.16 -0.17
0.22 0.16 0.24
0.25 -0.08 0.20
1.01 -0.05 0.42
-0.19 0.38 -0.13
0.33 -0.56 0.16
0.01 -0.13 -0.28
-0.52 -0.15 0.23
-0.08 0.64 -0.05
-0.06 0.19 0.31
0.70 0.48 0.71
1.01 0.83 0.45
0.16 0.64 -0.18
-0.24 0.79 0.47
-0.31 -0.38 -1.44
-0.25 -0.46 0.36
0.93 0.44 0.32
0.24 -0.30 0.07
-0.32 -0.37 0.10
0.18 0.10 -0.46
-0.15 -0.32 0.12
-0.04 -0.53 0.35
-0.44 -0.01 0.24
0.17 0.02 -0.36
-0.25 -0.03 -0.01
-0.28 -0.50 -0.55
-0.36 0.04 0.44
0.04 1.20 0.40
0.07 0.61 0.11
-0.22 -1.47 0.16
-0.22 -0.67 -1.09
0.55 1.92 0.00
-0.63 -1.54 0.18
-0.12 0.08 0.00
-0.15 0.02 -0.04
-0.10 -0.06 0.01
-0.30 -0.50 0.01
0.69 -0.17 -0.27
-0.26 -0.11 0.28
0.18 -0.24 0.41
0.12 0.28 -0.29
0.46 -0.20 0.11
-0.12 0.84 0.01
0.14 -0.20 -1.53
-0.38 -0.43 0.95
-0.19 0.48 0.68
-0.13 -1.55 -1.70
-0.19 0.45 0.91
0.40 -0.84 -0.07
-0.35 0.74 0.58
0.49 -0.39 -0.02
-0.30 0.24 -0.09
0.21 0.27 -0.07
0.37 0.07 0.28
0.13 0.20 -0.17
-0.15 0.07 0.18
-0.46 0.45 0.10
0.15 0.34 0.23
0.26 0.09 -0.21
0.42 0.15 0.15
-1.11 -0.52 0.34
0.57 0.39 0.67
-2.50 -0.26 -1.25
0.97 0.69 -2.90
-0.27 0.34 2.09
0.05 -0.32 0.30
0.12 -0.16 -0.13
0.16 0.18 0.14
0.28 0.31 -0.13
0.69 0.06 0.14
-0.03 0.72 0.11
0.08 -0.57 0.35
0.57 -0.43 0.20
-0.23 0.07 0.29
0.24 -0.55 -0.34
0.22 1.25 0.88
1.58 0.07 -1.23
-0.37 -0.78 1.23
-0.41 -0.18 -0.11
-0.50 0.97 1.18
0.53 -0.47 0.02
1.50 -2.27 0.24
-0.61 0.71 0.04
-0.96 0.09 0.60
0.51 0.84 -0.86
-0.39 -0.97 0.01
-0.43 0.07 -0.23
-0.41 0.09 -0.10
0.30 -0.91 -0.18
-0.08 -0.01 -0.09
-0.43 0.58 -0.13
-0.03 0.43 -0.02
0.22 0.33 -0.68
0.20 -0.29 -0.12
0.12 0.16 -0.15
0.00 0.41 -0.09
0.20 0.24 -0.25
0.18 -0.15 -0.02
0.02 0.26 -0.53
-0.31 -0.33 -0.15
-0.50 -0.72 -0.24
-0.05 -0.51 0.20
0.12 0.52 0.44
0.39 0.33 0.21
-0.62 0.26 0.12

The value obtained for the relative energy (zero: lowest compared OMol25 entry of this formula, charge and spin) is 0.0 kcal per mole. As for the structure (SMILES): CC1(C)CCCC(C)(C)N1O.COCCOC.COCCOC.COCCOC.COCCOC.COCCOC.COCCOC.COCCOC.COCCOC.COCCOC. As for the LUMO energy: 0.204 eV. The value obtained for the frontier orbital gap is 8.66 eV. The total energy comes out at -88808.2868 eV. Its spin multiplicity is 1.

Results of the Mulliken charge analysis, in e, for atoms 1 through 8:
1 C -0.55
2 O -0.28
3 C -0.63
4 C -0.62
5 O -0.13
6 C -0.69
7 H 0.30
8 H 0.27

---

Entry from the OMol25 dataset: a 3-piece molecular cluster, C4H13O3S2 overall in a non-equilibrium geometry (wB97M-V/def2-TZVPD).

CARTESIAN COORDINATES (ANGSTROEM)
O 18.1370 5.4610 40.2760
H 18.8790 5.0050 40.0660
C 17.8160 2.1270 40.8300
S 17.6880 2.9170 42.3800
O 17.3100 1.8250 43.3610
C 19.4340 3.0370 42.6170
H 16.8630 1.7490 40.5170
H 18.6180 1.3470 40.6890
H 18.1040 2.9700 40.1400
H 19.9720 2.0240 42.6150
H 19.7900 3.3730 43.7360
H 19.8210 3.6280 41.7550
C 14.9720 6.4120 38.6080
S 15.1630 5.5400 40.1240
O 13.9110 5.9530 40.9240
C 14.8760 3.8530 39.5640
H 14.9320 7.4100 39.0770
H 14.1960 6.0270 38.0080
H 15.8850 6.2550 38.1000
H 15.9580 3.6590 39.0720
H 13.9410 3.7770 39.0870
H 15.0010 3.1900 40.2450

Forces on the atoms, in the same order (eV/Å):
-3.72 1.59 0.88
3.86 -2.01 -1.17
1.78 0.42 -2.42
-0.17 -1.30 1.97
-0.35 0.44 -0.20
3.17 -0.20 1.77
-0.53 -0.23 0.03
-0.87 0.56 0.77
-0.49 -0.53 0.41
-1.31 0.95 -0.44
-1.38 0.01 -2.95
0.02 0.09 1.07
0.91 0.29 1.19
-1.43 -0.20 2.74
0.90 -0.52 -0.85
3.65 4.06 -4.46
-0.44 -0.12 -1.09
-1.44 0.13 -0.45
1.23 0.22 -0.66
-2.66 0.50 -0.29
-0.80 -0.27 -1.23
0.08 -3.88 5.38

The net charge is -1. The value obtained for the relative energy (zero: lowest compared OMol25 entry of this formula, charge and spin) is 2.2 kcal per mole. As for the LUMO energy: 3.292 eV. The value obtained for the frontier orbital gap is 6.72 eV. The total energy comes out at -32168.1560 eV. Its spin multiplicity is 1.

Results of the natural (NBO) charge analysis, in e, for atoms 1 through 8:
1 O -1.33
2 H 0.38
3 C -0.88
4 S 1.32
5 O -1.04
6 C -0.86
7 H 0.23
8 H 0.22

---

In g/mol, the molecular weight values for the records above are, in order, 968.36, 173.28.